{"formula": "C37H53BrN5O8S2SiSn", "method": "the ωB97M-V functional and the def2-TZVPD basis", "species": ["H", "C", "C", "C", "O", "H", "H", "H", "C", "H", "H", "H", "Si", "C", "H", "H", "N", "C", "C", "C", "H", "C", "C", "O", "H", "C", "H", "H", "C", "H", "H", "H", "N", "H", "C", "H", "H", "S", "O", "H", "H", "Sn", "H", "H", "C", "H", "H", "C", "C", "C", "C", "H", "H", "H", "H", "O", "C", "H", "H", "H", "H", "H", "N", "H", "H", "H", "N", "H", "H", "O", "C", "S", "O", "C", "C", "H", "C", "C", "H", "C", "H", "O", "C", "H", "H", "H", "H", "H", "C", "C", "N", "C", "H", "C", "H", "H", "C", "H", "H", "C", "H", "O", "C", "Br", "C", "C", "C", "C"], "xyz": [[-1.192, 3.730, -4.992], [-1.500, -4.056, -4.933], [-4.793, -0.723, -3.646], [1.079, -2.890, 1.684], [1.383, -3.114, 0.511], [-4.292, -2.349, -2.308], [-4.713, -0.972, -5.792], [-5.014, -0.954, -1.506], [1.503, -5.434, 5.057], [0.487, -2.596, -3.811], [1.201, 3.863, -1.499], [-1.565, 3.468, -1.365], [-1.947, -0.749, -3.632], [-2.113, 1.413, -5.898], [1.160, 1.345, -4.789], [-5.608, 1.075, -2.778], [0.493, -1.758, 2.125], [-1.004, 1.491, 2.299], [4.830, -3.227, -4.488], [-5.748, 0.465, -3.672], [-2.478, -0.340, -0.068], [3.934, -3.875, -2.338], [0.366, 1.445, -5.532], [3.302, 0.604, -3.775], [-1.943, 2.123, -6.710], [1.084, 2.909, 3.318], [-3.283, 2.052, -0.372], [-0.500, -1.735, -7.289], [0.452, -2.486, -4.895], [2.320, -6.945, 3.773], [0.081, 1.786, -2.022], [-1.133, 3.109, 0.298], [2.598, 1.317, 0.309], [-2.114, 0.404, -6.311], [-2.133, 0.697, 1.669], [-2.498, -4.231, -5.344], [-0.277, 3.183, -3.581], [-1.470, -1.838, -1.921], [-1.853, -1.679, -4.985], [-1.561, -4.056, -3.845], [-6.786, 0.125, -3.710], [0.375, -0.515, -0.460], [2.986, 0.834, 2.281], [-4.315, -2.434, -4.886], [-1.135, 2.960, -4.221], [-2.436, 1.177, -1.654], [-2.047, 2.996, -3.621], [3.307, -2.640, -2.237], [-1.242, 2.372, 3.346], [1.239, 1.984, 2.292], [-2.323, 1.592, -0.650], [-3.082, 1.200, 1.900], [-6.037, -2.039, -2.469], [3.269, 2.544, 1.921], [1.138, -3.208, -5.342], [1.825, -0.213, -2.313], [1.822, -5.174, 2.671], [-0.842, -4.867, -5.251], [0.566, 2.319, -6.157], [2.141, -5.549, 1.707], [2.775, 1.963, -1.646], [4.320, -1.239, -5.132], [0.214, 1.291, 1.811], [-6.007, -1.897, -4.994], [0.390, 0.558, -6.169], [-0.327, 3.787, 4.675], [-1.973, 0.486, 0.234], [0.795, -1.479, -5.141], [-3.091, 1.604, -5.456], [-1.064, -1.592, 4.101], [2.607, 1.690, 1.712], [0.322, -1.741, 3.726], [-1.052, 0.625, -3.793], [-0.175, 3.086, 3.864], [-0.975, -2.654, -6.939], [-2.005, -2.673, -7.300], [2.526, 2.394, -0.679], [1.149, 3.046, -0.766], [3.823, -4.615, -1.556], [-4.970, -1.563, -4.910], [-0.437, -3.507, -7.360], [-3.491, -0.155, -3.608], [-1.239, 2.662, -0.693], [3.257, 3.189, -0.463], [0.660, -3.746, 6.112], [1.937, 3.463, 3.689], [5.415, -3.471, -5.365], [-2.245, 2.501, 3.734], [1.919, -5.941, 3.827], [3.448, -1.690, -3.240], [0.064, 2.112, -1.056], [0.981, -4.150, 5.161], [-2.144, -0.279, 2.163], [4.687, -4.149, -3.464], [1.584, -6.051, 5.944], [-5.549, 1.086, -4.548], [-0.960, -2.714, -5.417], [3.396, 0.732, 0.101], [2.671, -2.434, -1.387], [1.300, -3.899, 2.780], [0.920, 3.513, 0.196], [1.257, -0.835, 4.353], [2.808, -0.316, -3.116], [5.552, -5.842, -3.615], [-5.051, -1.573, -2.406], [0.888, -3.408, 4.001], [-0.996, 1.584, -4.864], [4.213, -1.991, -4.361]], "forces_ev_per_angstrom": [[0.004, 0.024, 0.018], [-0.044, 0.048, 0.008], [-0.019, -0.070, -0.031], [-0.172, 0.107, -0.216], [0.033, -0.067, 0.113], [-0.031, -0.020, -0.007], [-0.005, -0.012, 0.016], [0.024, -0.015, -0.014], [-0.011, -0.008, -0.023], [0.027, -0.004, -0.011], [-0.004, -0.026, -0.035], [0.028, -0.020, -0.036], [-0.101, -0.355, 0.192], [0.011, -0.059, 0.103], [-0.024, 0.073, 0.014], [0.001, -0.009, -0.014], [0.075, -0.184, 0.167], [-0.072, -0.038, -0.068], [-0.018, 0.015, 0.014], [-0.040, 0.000, -0.037], [0.054, -0.073, 0.018], [-0.015, -0.003, 0.011], [0.024, -0.050, -0.008], [-0.080, 0.076, -0.066], [-0.017, 0.003, -0.011], [-0.001, -0.022, 0.057], [0.036, 0.046, 0.028], [-0.027, -0.014, 0.009], [0.015, 0.035, 0.082], [0.000, 0.005, 0.010], [0.006, 0.200, -0.065], [0.006, 0.028, 0.000], [-0.118, 0.104, -0.112], [0.023, -0.004, -0.001], [0.023, 0.102, 0.036], [0.023, -0.002, 0.006], [-0.035, -0.014, -0.028], [-0.193, 0.116, -0.371], [-0.033, 0.084, -0.116], [0.009, -0.016, 0.003], [0.009, 0.026, 0.015], [0.546, 0.409, 0.306], [0.046, 0.018, -0.025], [-0.030, 0.018, -0.010], [0.057, 0.003, 0.007], [-0.093, -0.017, 0.034], [-0.005, 0.009, -0.025], [-0.161, -0.058, -0.119], [-0.051, 0.037, -0.010], [0.037, -0.028, -0.055], [0.186, -0.008, -0.094], [-0.022, -0.007, 0.014], [0.000, 0.014, 0.017], [0.014, 0.050, 0.010], [0.029, -0.007, 0.000], [-0.115, -0.020, -0.035], [0.041, -0.033, 0.026], [-0.017, 0.008, 0.009], [0.024, -0.020, -0.030], [-0.020, 0.019, 0.004], [0.047, -0.046, -0.085], [-0.004, 0.013, 0.029], [-0.037, 0.051, -0.188], [0.005, -0.009, -0.006], [-0.013, -0.008, 0.005], [-0.002, -0.003, 0.006], [-0.001, -0.056, 0.222], [0.016, -0.010, -0.031], [0.029, 0.004, -0.002], [-0.088, -0.016, 0.075], [-0.039, -0.095, -0.025], [0.172, 0.035, -0.279], [-0.021, -0.029, 0.052], [0.003, -0.002, -0.002], [-0.013, 0.012, -0.037], [0.018, -0.022, -0.004], [-0.061, -0.125, 0.114], [0.144, -0.132, 0.173], [-0.013, 0.026, 0.003], [0.048, 0.013, 0.026], [0.011, 0.027, -0.009], [0.077, 0.080, -0.024], [-0.032, -0.063, 0.111], [-0.019, 0.057, 0.004], [-0.002, -0.012, -0.011], [0.004, -0.002, -0.025], [0.003, 0.003, 0.010], [0.012, -0.007, -0.010], [-0.016, 0.007, 0.018], [-0.008, 0.005, 0.046], [-0.109, -0.221, -0.043], [0.008, 0.008, 0.031], [-0.007, -0.016, -0.052], [0.020, -0.022, -0.019], [0.012, -0.004, -0.002], [-0.014, -0.015, 0.011], [0.010, 0.036, 0.019], [-0.079, -0.068, -0.016], [0.043, -0.009, 0.100], [-0.012, 0.017, 0.048], [-0.040, 0.004, -0.030], [-0.045, 0.051, 0.063], [0.063, 0.053, 0.072], [-0.015, 0.019, -0.008], [0.046, 0.025, -0.004], [-0.008, 0.008, 0.015], [0.027, 0.040, -0.012], [0.048, 0.003, -0.007]], "charge": -1, "de_lowest_kcal_mol": 9.8, "max_force_ev_per_a": 0.747, "gap_ev": 7.11}